w.
27
Properties=species:S:1:pos:R:3:mulliken_charge:R:1 method="wB97M-V/def2-TZVPD" lumo_energy_ev=-3.92 homo_lumo_gap_ev=9.4 total_charge=+1
H -1.69 -2.70 -0.82 0.529
C -1.51 -0.47 -2.25 -1.216
C 2.37 1.64 -0.59 -1.014
H 3.44 1.50 -0.47 0.355
N 1.98 1.84 0.83 -0.265
H -2.97 0.79 -0.23 0.411
C -1.19 -0.47 -0.68 1.549
H 2.37 2.72 -0.87 0.407
C -1.00 -2.05 -0.33 -1.658
H -1.04 -1.36 -2.77 0.302
H -2.62 -0.37 -2.61 0.319
H 1.76 -1.29 1.72 0.255
H -1.23 -2.39 0.73 0.315
N 0.40 0.87 2.41 -0.412
H -0.15 0.08 2.93 0.297
H -1.86 0.18 1.07 0.233
H 1.62 1.06 -1.08 0.401
H 2.55 -0.75 0.26 0.273
C -2.31 0.01 0.13 -1.317
H -0.14 -0.26 -0.51 -0.434
H 1.51 2.72 0.94 0.312
H -0.10 -2.50 -0.75 0.390
H -3.08 -0.86 0.23 0.315
C 1.28 0.71 1.36 0.380
H 0.67 1.57 2.95 0.220
N 1.78 -0.58 1.02 -0.272
H -0.83 0.36 -2.62 0.324

=====

x.
27
Properties=species:S:1:pos:R:3:mulliken_charge:R:1 method="wB97M-V/def2-TZVPD" lumo_energy_ev=-3.43 homo_lumo_gap_ev=10.3 total_charge=+1
H -1.09 -2.36 -0.90 0.190
C 2.21 0.68 2.27 -1.084
H -2.40 0.10 -0.60 0.369
H 2.40 1.86 2.39 0.306
H -0.75 2.68 -1.00 0.246
H 3.18 0.27 0.31 0.266
H 1.48 0.91 -3.26 0.298
C -2.04 -2.73 -0.39 -0.929
C 2.12 0.25 0.81 -0.393
H -2.15 0.49 1.07 0.365
H 1.22 2.02 0.63 0.267
H -2.79 -3.08 -1.10 0.296
H -3.58 -1.62 0.57 0.305
H -0.91 -0.45 0.25 -0.126
C -2.47 -1.63 0.63 -0.368
H -2.17 -1.90 1.64 0.320
N 0.00 2.38 -1.57 -0.440
H 1.20 0.50 2.86 0.285
C 0.91 1.34 -1.25 0.586
H 1.60 -0.58 0.55 0.437
N 1.15 1.21 0.08 -0.174
C -1.93 -0.23 0.29 -0.737
H 3.16 0.31 2.84 0.349
N 1.49 0.54 -2.28 -0.453
H -1.95 -3.76 0.03 0.297
H -0.30 2.57 -2.56 0.250
H 2.42 0.24 -2.32 0.271

=====

Most stable structure - x; separation to the second - 0.909 eV.

=====

w.
40
Properties=species:S:1:pos:R:3:mulliken_charge:R:1 method="wB97M-V/def2-TZVPD" lumo_energy_ev=0.40 homo_lumo_gap_ev=9.8 smiles="O=C(O)COc1ccc(S(=O)(=O)NCCc2ccccc2)cc1" total_charge=0
C 4.37 -1.40 -0.89 -0.371
C -5.87 -1.30 -0.29 0.648
C 2.23 -1.71 0.39 -1.110
N 1.25 0.54 0.26 -0.178
C 1.27 -0.78 -0.35 -0.500
H 1.55 -0.70 -1.41 0.414
H -1.01 2.42 1.60 0.444
H 2.18 0.84 0.52 0.338
H -5.04 -1.26 1.42 0.377
C 6.20 -0.13 0.00 -0.433
C 5.48 0.08 1.16 -0.583
C -6.04 0.22 -0.09 -0.437
C -3.81 0.94 0.39 0.799
C -1.99 0.75 -1.16 -0.508
H 3.94 -1.98 -1.69 0.386
H -6.01 0.73 -1.06 0.380
C -1.18 1.44 -0.28 -0.291
C 5.64 -0.88 -1.03 -0.608
C 4.21 -0.44 1.29 -0.294
O 0.95 2.98 -0.13 -0.729
C -2.98 1.63 1.28 -0.835
O -5.09 0.73 0.82 -0.583
H 1.93 -1.77 1.43 0.371
H 3.65 -0.28 2.21 0.389
O -6.26 -1.88 -1.26 -0.555
H -7.02 0.39 0.37 0.322
S 0.53 1.73 -0.67 1.306
H 7.19 0.28 -0.11 0.380
H 6.20 -1.05 -1.94 0.376
O 0.74 1.47 -2.07 -0.672
C -3.31 0.50 -0.83 -0.294
H -3.40 1.96 2.21 0.435
H -3.93 -0.05 -1.53 0.413
H -1.58 0.44 -2.10 0.502
H 5.91 0.66 1.96 0.376
H 2.16 -2.71 -0.06 0.403
C 3.64 -1.19 0.27 0.483
O -5.28 -1.91 0.73 -0.473
C -1.67 1.88 0.94 -0.435
H 0.24 -1.17 -0.30 0.344

=====

x.
40
Properties=species:S:1:pos:R:3:mulliken_charge:R:1 method="wB97M-V/def2-TZVPD" lumo_energy_ev=0.27 homo_lumo_gap_ev=8.8 smiles="COc1ccc(OC)c(S(=O)(=O)Nc2cccc(C(C)=O)c2)c1" total_charge=0
C -3.94 1.32 1.43 -0.679
C 3.31 -1.08 -0.61 -0.473
H -1.63 0.46 -2.93 0.408
C 2.78 0.20 -0.46 0.660
C 1.65 0.36 0.33 -0.264
H 5.28 0.88 -1.25 0.367
C -0.13 -2.99 2.14 -0.733
C 1.56 -1.99 0.80 0.257
O 0.60 2.47 -0.84 -0.624
H -0.84 0.56 -0.72 0.326
C 4.42 1.26 -1.81 -0.953
O -4.25 -0.99 -2.02 -0.602
C 2.69 -2.15 0.01 -0.887
C -2.69 1.77 1.83 -0.770
H -4.81 1.55 2.04 0.392
C -2.02 -0.53 -2.74 -1.313
H -2.35 -1.00 -3.66 0.366
H -0.25 2.46 2.27 0.229
H 4.62 2.28 -2.13 0.256
H -0.37 -4.01 2.45 0.243
C -3.19 -0.45 -1.78 0.802
H -2.58 2.34 2.74 0.394
H 0.04 -2.37 3.02 0.315
C -1.57 1.48 1.05 0.246
H -0.96 -2.58 1.56 0.289
H -5.06 0.24 -0.06 0.497
C -1.72 0.75 -0.13 0.736
H 4.18 -1.25 -1.21 0.427
O 3.27 1.34 -1.00 -0.361
H 3.09 -3.15 -0.11 0.439
C 1.04 -0.70 0.97 -0.171
H 4.25 0.64 -2.69 0.366
H 0.17 -0.52 1.58 0.717
H -1.23 -1.14 -2.30 0.306
S 1.03 2.04 0.45 1.382
C -2.98 0.32 -0.53 -0.460
O 1.04 -3.11 1.36 -0.475
O 1.94 2.85 1.20 -0.743
C -4.09 0.60 0.27 -0.725
N -0.30 1.86 1.47 -0.182

=====

Most stable structure - w; separation to the second - 1.083 eV.

=====

w.
24
Properties=species:S:1:pos:R:3:mulliken_charge:R:1 method="wB97M-V/def2-TZVPD" lumo_energy_ev="3.80 / 3.76" spin_multiplicity=2 homo_lumo_gap_ev="3.1 / 7.0" total_charge=-1
H 1.69 -1.83 2.45 0.316
H 0.56 -1.70 -4.29 0.322
C 0.35 1.86 1.26 -0.708
C 0.49 -1.42 -3.23 -0.834
H -0.56 -1.24 -3.04 0.226
H 1.04 -2.13 -1.22 -0.207
H 1.04 -0.48 -3.12 0.234
C -1.32 0.65 -0.10 -0.918
H 0.10 -2.60 2.12 0.264
C -0.74 1.82 0.35 0.601
H 1.15 -2.32 0.77 0.120
H -1.92 0.67 -1.01 0.237
H 0.72 2.87 1.40 0.349
H 1.53 0.50 2.55 0.222
C -0.84 -0.63 0.43 -0.653
O -1.32 3.05 0.06 -0.476
H 2.21 -2.36 -2.42 0.317
C 0.87 -1.91 1.73 -1.144
C 0.77 0.62 1.78 -0.557
C 0.27 -0.59 1.28 0.751
H -1.41 -1.50 0.11 0.342
H 0.79 -3.44 -2.34 0.302
C 1.13 -2.40 -2.27 -0.395
H -2.23 2.83 -0.21 0.290

=====

x.
24
Properties=species:S:1:pos:R:3:mulliken_charge:R:1 method="wB97M-V/def2-TZVPD" lumo_energy_ev="3.77 / 3.70" spin_multiplicity=2 homo_lumo_gap_ev="3.0 / 6.9" total_charge=-1
H 1.60 0.57 -2.24 0.249
H -0.90 1.57 1.94 0.281
C 0.90 -1.07 -0.87 -0.438
C -0.13 1.92 2.63 -0.838
H 1.85 2.72 2.67 0.267
H 0.07 -4.01 -0.18 0.251
C 0.11 -3.07 0.39 -1.371
C -1.62 -0.52 -1.92 -0.652
H 1.10 -3.03 0.85 0.319
H 0.32 0.98 2.93 0.227
H -0.62 -3.14 1.20 0.332
H -0.05 1.77 -3.46 0.266
H -2.19 -2.35 -0.88 0.201
C -0.13 -1.87 -0.46 0.944
H -0.64 2.29 3.52 0.307
C 0.77 0.01 -1.82 -0.901
H 1.90 -1.22 -0.46 0.143
H 1.36 2.30 1.09 0.237
C -0.55 0.29 -2.21 0.786
C 0.99 2.74 2.01 -0.784
C -1.43 -1.58 -0.96 -0.879
O -0.81 1.25 -3.20 -0.567
H 0.68 3.77 1.82 0.264
H -2.57 -0.35 -2.40 0.355

=====

Most stable structure - x; separation to the second - 0.240 eV.

=====

w.
7
Properties=species:S:1:pos:R:3:mulliken_charge:R:1 method="wB97M-V/def2-TZVPD" lumo_energy_ev="-1.11 / -1.12" homo_lumo_gap_ev="7.1 / 7.1" total_charge=0
H -0.02 0.31 1.40 0.347
H -0.56 1.25 0.01 0.396
O -1.87 -1.32 -0.85 -0.341
C -1.18 -0.61 -0.23 0.963
C -0.54 0.34 0.38 -1.384
P 2.27 0.49 0.29 0.255
F 1.91 -0.46 -1.01 -0.236

=====

x.
7
Properties=species:S:1:pos:R:3:mulliken_charge:R:1 method="wB97M-V/def2-TZVPD" lumo_energy_ev=-1.26 homo_lumo_gap_ev=8.5 smiles="O=C1CP1F" total_charge=0
P -1.11 -0.66 -0.67 0.239
H 0.85 -0.87 0.89 0.251
O -0.15 2.23 -0.31 -0.485
H 1.62 -0.04 -0.41 0.411
C -0.24 0.82 -0.15 0.498
C 0.68 -0.24 -0.11 -0.646
F -1.65 -1.24 0.76 -0.268

=====

Most stable structure - x; separation to the second - 0.341 eV.

=====

w.
49
Properties=species:S:1:pos:R:3:mulliken_charge:R:1 method="wB97M-V/def2-TZVPD" lumo_energy_ev="-8.26 / -7.62" spin_multiplicity=3 homo_lumo_gap_ev="6.8 / 7.5" total_charge=+2
N 1.49 -1.42 -1.82 0.585
C 1.86 2.85 2.52 -0.679
H -2.17 -5.13 2.74 0.341
H 0.69 1.07 5.67 0.398
H 2.10 1.07 -4.94 0.433
H -2.78 -5.14 1.09 0.339
O -2.81 -2.16 2.04 -0.458
H 1.32 -0.51 -5.00 0.380
C 1.77 0.23 -4.33 -1.354
C 1.05 1.74 2.35 0.317
N 0.20 -1.62 -2.14 -0.868
C -2.79 -4.59 2.03 -1.065
H 2.48 -0.74 -0.04 0.579
N -0.49 -1.28 -1.12 0.002
O -0.99 -3.10 1.35 -0.543
C 1.83 2.67 4.78 -0.384
H 2.17 3.07 5.74 0.374
C -2.66 2.14 -1.34 -0.881
C -3.52 0.70 0.76 -0.187
H -0.70 1.59 -0.64 0.440
Cl -6.14 0.98 0.26 -0.138
Se -0.55 -0.44 3.53 0.109
W -1.17 -1.03 1.35 1.357
C 3.56 0.68 -2.61 -1.362
H 3.39 -2.07 -2.27 0.491
C 0.61 1.09 3.50 0.471
C 1.01 1.55 4.75 -0.586
H 4.39 0.26 -2.04 0.374
H -3.87 0.16 1.64 0.563
H 0.99 0.60 -3.66 0.209
C -4.49 1.23 -0.08 -0.169
H -3.80 -4.49 2.41 0.348
H 3.71 -0.68 -4.25 0.310
C -4.04 1.98 -1.16 -0.109
C -1.77 1.51 -0.49 0.145
N -2.20 0.78 0.55 -0.300
H 0.76 1.42 1.36 0.294
C 2.56 -1.64 -2.82 -1.149
N 2.25 3.31 3.70 -0.472
H -2.29 2.74 -2.15 0.422
H -4.74 2.44 -1.84 0.478
N 0.33 -0.86 -0.13 0.039
C 1.57 -0.97 -0.57 -0.243
H 3.94 1.52 -3.18 0.413
H 2.22 3.39 1.65 0.369
C -2.19 -3.26 1.80 0.982
C 2.94 -0.35 -3.55 0.793
H 2.82 1.08 -1.91 0.242
H 2.15 -2.39 -3.49 0.350

=====

x.
49
Properties=species:S:1:pos:R:3:mulliken_charge:R:1 method="wB97M-V/def2-TZVPD" lumo_energy_ev="-8.28 / -7.88" spin_multiplicity=3 homo_lumo_gap_ev="6.7 / 7.1" total_charge=+2
H -1.32 2.78 2.48 0.705
O -3.24 1.03 1.96 -0.429
H 0.94 -2.27 -5.19 0.309
Se -1.02 -0.40 3.59 0.032
H -5.77 0.60 1.92 0.357
N -0.22 -0.60 -0.26 0.030
H -5.47 -1.16 1.83 0.345
W -1.35 0.38 1.38 1.430
C 1.04 -0.21 -4.64 -1.374
C 1.27 -0.89 5.15 -0.545
H 1.86 1.40 0.23 0.489
H 0.58 -0.85 5.99 0.400
H 0.69 -2.46 -0.81 0.573
H -0.25 4.92 -1.06 0.481
H 0.15 0.11 -5.19 0.380
C 1.00 -1.68 -4.27 0.783
C 0.97 3.24 -0.49 -0.762
O -2.96 -0.77 0.83 -0.520
C -5.26 -0.19 1.38 -1.095
H -5.60 -0.23 0.34 0.339
C -0.29 -2.05 -3.53 -1.142
H 1.72 3.40 -1.26 0.461
C -0.12 4.09 -0.38 -0.192
H 2.21 -3.16 -3.22 0.372
H 1.14 0.43 -3.75 0.229
C 2.63 -1.11 5.38 -0.389
C -3.80 0.03 1.39 0.946
C 0.10 -1.59 -1.05 -0.306
N 3.52 -1.18 4.41 -0.487
C 1.08 2.14 0.35 -0.057
C -1.04 3.88 0.65 0.059
H -0.33 -3.10 -3.27 0.500
H 1.51 -0.72 1.77 0.301
C 2.24 -2.11 -3.50 -1.404
H 2.38 -1.51 -2.59 0.288
C 0.86 -0.73 3.84 0.481
N 0.21 1.94 1.35 -0.186
C 3.11 -1.04 3.16 -0.606
H -1.19 -1.78 -4.09 0.350
H 3.87 -1.12 2.39 0.367
N -0.42 -1.32 -2.25 0.588
H 1.91 0.00 -5.27 0.434
H 3.00 -1.23 6.39 0.373
C 1.79 -0.81 2.81 0.214
H 3.13 -1.96 -4.11 0.410
C -0.79 2.85 1.53 -0.554
Cl -2.37 4.92 0.87 -0.126
N -1.11 -0.17 -2.18 -1.073
N -0.98 0.25 -0.99 0.221

=====

Most stable structure - w; separation to the second - 0.603 eV.

=====

w.
17
Properties=species:S:1:pos:R:3:mulliken_charge:R:1 method="wB97M-V/def2-TZVPD" lumo_energy_ev=-3.94 homo_lumo_gap_ev=10.8 total_charge=+1
C 1.88 -1.45 0.11 -0.848
O -1.06 0.64 0.15 -0.424
H 1.24 -2.18 0.66 0.336
H -2.99 1.09 0.76 0.256
H -3.03 0.26 -0.82 0.348
H 1.82 2.71 -0.01 0.285
C -0.35 -0.43 -0.25 -0.212
N 1.11 1.98 -0.13 -0.291
H 0.07 2.25 -0.07 0.329
N 1.66 0.85 0.11 -0.291
C -2.55 0.32 0.14 -0.797
N 1.08 -0.19 0.02 0.644
H 2.19 -1.81 -0.91 0.316
H -0.53 -1.50 0.28 0.189
H 2.75 -1.24 0.70 0.355
H -2.68 -0.65 0.51 0.367
H -0.61 -0.67 -1.25 0.438

=====

x.
17
Properties=species:S:1:pos:R:3:mulliken_charge:R:1 method="wB97M-V/def2-TZVPD" lumo_energy_ev=-4.09 homo_lumo_gap_ev=10.1 total_charge=+1
H -0.52 0.51 -1.00 0.481
H 0.82 1.50 2.74 0.288
N -0.08 1.61 -0.39 -0.424
H 0.57 3.03 1.98 0.278
H 0.05 2.60 -0.67 0.215
C -0.56 -1.55 -0.44 -0.761
N 0.75 2.04 1.90 -0.335
N -0.88 -0.60 -1.59 -0.500
C 0.77 -1.29 0.20 -0.470
H -1.36 -1.15 0.26 0.408
H 1.58 -1.08 -0.49 0.323
H -0.42 -0.86 -2.50 0.304
O 0.59 -0.44 1.24 -0.526
H 1.07 -2.33 0.60 0.327
H -1.87 -0.91 -1.73 0.333
H -0.75 -2.51 -0.90 0.485
C 0.24 1.44 0.79 0.576

=====

Most stable structure - x; separation to the second - 0.227 eV.